The following is a DFT calculation (ωB97M-V/def2-TZVPD) of C30H20BrF4P2PtS2Se4 as an isolated structure.

Atoms and positions in Å:
C1 -5.61 1.87 -1.79
C2 0.08 2.81 -0.71
C3 -1.10 1.04 2.53
Se1 4.74 -1.43 -3.05
C4 -3.33 1.26 -0.33
C5 0.31 -2.75 0.21
H1 4.47 -2.51 4.01
H2 0.33 1.84 -0.30
C6 -0.62 -0.01 1.75
S1 -1.76 1.59 -4.47
H3 -2.16 1.11 2.74
P1 -1.59 1.43 -2.54
H4 0.78 6.10 -0.26
H5 2.66 0.86 1.67
C7 4.74 -3.54 0.79
F1 -1.10 -5.28 -2.01
C8 -0.54 5.30 -1.77
Pt1 1.64 -0.20 -1.72
Br1 0.91 -3.19 -2.60
C9 -4.38 1.78 -2.43
H6 -0.61 2.83 3.61
F2 -1.68 -4.68 2.57
H7 -1.31 -0.74 1.35
H8 5.36 -4.15 0.15
F3 0.01 -2.65 2.57
H9 -6.50 2.10 -2.36
C10 4.25 -2.61 2.95
C11 0.34 5.20 -0.69
F4 -2.26 -5.99 0.28
C12 -0.82 -4.56 -0.92
C13 1.12 1.93 2.72
Se2 2.02 0.85 -3.93
C14 -5.70 1.65 -0.42
P2 1.44 -1.28 0.25
Se3 3.04 -1.01 -4.75
S2 -0.76 -0.25 -1.70
C15 -1.09 4.15 -2.32
Se4 4.07 0.12 -1.51
H10 -1.74 4.22 -3.18
C16 -1.14 -4.28 1.42
H11 -4.29 1.94 -3.50
C17 2.86 -2.06 1.06
C18 3.16 -1.94 2.42
C19 5.04 -3.41 2.14
H12 2.53 -1.33 3.06
C20 -0.23 2.01 3.01
C21 -3.23 1.48 -1.71
C22 0.05 -3.48 -0.96
C23 -0.27 -3.21 1.39
C24 0.74 -0.10 1.46
C25 3.66 -2.87 0.25
C26 -0.78 2.90 -1.80
H13 -0.78 6.27 -2.19
H14 -6.66 1.71 0.08
H15 5.89 -3.93 2.57
H16 3.45 -2.94 -0.81
C27 1.60 0.89 1.94
H17 1.80 2.69 3.07
H18 -2.43 1.03 0.23
C28 0.65 3.96 -0.16
C29 -4.56 1.35 0.31
C30 -1.42 -4.95 0.26
H19 -4.62 1.18 1.38
H20 1.33 3.87 0.67

Results
HOMO energy in eV: -4.1147
LUMO in eV: 2.177
ΔE to the lowest compared entry with this formula, charge and spin in eV: 0.1912
Net charge: -1



The following is a DFT calculation (ωB97M-V/def2-TZVPD) of a 4-piece molecular cluster, C30H20INO6S overall in a non-equilibrium geometry.

Atoms and positions in Å:
O1 2.65 4.59 -5.23
C1 -3.55 -4.26 2.09
C2 5.34 3.38 2.21
H1 -8.44 -6.58 4.09
O2 -1.61 3.27 -8.09
C3 -5.47 -5.05 5.13
H2 2.80 -0.15 -4.26
H3 -4.08 -4.18 0.04
H4 -9.01 -6.14 6.47
O3 -2.71 -4.21 4.30
O4 -7.38 -5.00 8.13
C4 4.66 3.42 0.81
C5 -3.36 -3.94 0.81
H5 -5.09 -4.34 7.09
O5 -1.97 -2.93 -0.80
C6 2.55 0.58 -0.60
C7 2.89 0.39 -3.26
H6 -0.85 1.94 -6.00
C8 -0.63 3.57 -7.44
C9 -6.43 -5.71 4.22
H7 -0.25 -2.37 1.06
C10 -2.54 -3.92 3.12
H8 -0.10 5.30 -8.67
C11 0.20 4.74 -7.80
C12 -2.14 -3.23 0.37
S1 4.53 4.25 -1.96
H9 2.57 3.29 0.89
H10 -4.43 -4.78 2.43
H11 7.14 4.12 3.44
H12 1.90 5.92 -7.33
C13 3.54 1.81 -3.31
H13 -4.51 -4.77 4.71
C14 -7.09 -5.21 6.96
H14 3.91 2.32 -4.26
C15 2.39 -0.23 -1.91
C16 1.68 4.29 -5.89
H15 1.93 -1.27 -1.99
I1 1.81 -0.27 1.29
H16 -0.60 -2.96 3.45
H17 1.15 2.56 -4.65
N1 3.38 2.69 0.67
H18 8.35 5.55 1.43
C17 -5.78 -4.82 6.41
C18 7.38 4.97 1.27
O6 -6.15 -5.92 3.05
C19 -1.14 -2.89 1.40
C20 5.37 4.24 -0.29
C21 -8.05 -5.86 6.05
H19 7.22 5.56 -0.97
C22 3.24 1.99 -0.62
C23 6.71 5.00 -0.13
C24 -0.23 2.79 -6.25
C25 1.28 5.07 -7.08
C26 6.67 4.17 2.40
H20 4.88 2.83 3.09
C27 0.84 3.12 -5.53
C28 -7.75 -6.10 4.77
C29 -1.33 -3.21 2.68
C30 3.71 2.58 -1.98

Results
HOMO energy in eV: -8.0724
LUMO in eV: -1.633
SMILES: Ic1cccc2c1Nc1ccccc1S2.O=C1C=CC(=O)C=C1.O=C1C=CC(=O)C=C1.O=C1C=CC(=O)C=C1



The following is a DFT calculation (ωB97M-V/def2-TZVPD) of C30H21N4RuSSe as an isolated structure.

Atoms and positions in Å:
H1 -0.14 -2.61 -2.95
C1 -1.42 2.33 1.19
H2 4.73 -3.22 -3.73
Se1 1.25 -0.61 1.22
C2 0.92 -2.77 -3.07
H3 4.55 2.01 -1.43
H4 -1.17 5.50 3.36
C3 -2.38 4.37 2.00
S1 4.06 -0.58 -2.37
C4 3.19 -1.99 -2.87
C5 -3.07 -3.00 -1.37
H5 4.13 4.38 -0.89
C6 -1.69 -2.45 3.62
C7 2.59 0.11 -1.80
C8 -0.27 2.56 1.93
C9 3.53 2.36 -1.26
C10 2.00 4.12 -0.77
H6 1.72 -0.92 4.07
C11 -2.78 -0.42 -0.55
C12 -0.19 3.70 2.72
C13 3.30 3.69 -0.96
H7 0.55 1.86 1.89
C14 1.83 -1.83 -2.58
H8 0.50 -1.93 5.94
C15 1.12 1.87 -1.07
C16 1.40 -3.88 -3.74
C17 -4.06 -0.90 -0.81
C18 -1.08 -1.92 2.50
C19 2.77 -4.06 -3.95
H9 -3.37 3.04 0.63
C20 -2.48 3.23 1.22
C21 0.18 -1.35 2.62
H10 -0.06 3.61 -0.64
H11 -3.18 -4.04 -1.65
C22 0.05 -1.92 4.95
N1 -2.68 0.82 0.10
C23 -1.80 -2.50 -1.13
H12 -2.68 -2.89 3.53
N2 -1.15 -2.47 4.84
H13 3.12 -4.94 -4.48
C24 -1.24 4.61 2.75
C25 -1.59 -1.16 -0.74
H14 -1.59 -1.94 1.54
N3 1.53 -0.65 -1.91
H15 1.81 5.17 -0.57
H16 0.70 -4.61 -4.12
H17 -4.92 -0.26 -0.65
H18 -0.95 -3.17 -1.19
Ru1 -0.02 0.13 -0.61
H19 -3.20 5.08 2.02
N4 -1.50 1.14 0.39
C26 -4.20 -2.20 -1.25
H20 0.70 3.88 3.31
C27 0.75 -1.36 3.90
H21 -5.18 -2.61 -1.46
C28 3.67 -3.11 -3.53
C29 2.45 1.49 -1.34
C30 0.94 3.23 -0.81

Results
Expectation value of S²: 0.761
HOMO energy (spin up / spin down) in eV: -7.4305 / -7.9110
LUMO (spin up / spin down) in eV: -1.127 / -1.086
2S+1: 2



The following is a DFT calculation (ωB97M-V/def2-TZVPD) of C30H22AsBN5O8S2Tc as an isolated structure.

Atoms and positions in Å:
C1 2.97 -1.53 4.50
As1 3.61 -1.67 -0.36
H1 4.78 -5.94 0.58
C2 -2.06 6.92 -2.37
N1 -1.56 0.40 -0.51
H2 0.33 0.61 3.90
H3 4.29 0.50 -0.34
C3 1.83 -4.84 -0.62
C4 -2.04 5.73 -0.25
H4 1.02 -1.52 -3.52
C5 -1.41 0.10 1.79
S1 2.02 4.10 -1.14
C6 1.37 2.63 -0.93
C7 3.85 -5.40 0.52
H5 -2.08 5.72 -4.18
C8 -1.50 0.45 -2.82
H6 -3.77 0.37 4.22
H7 2.03 0.11 5.44
O1 4.75 -0.34 -0.24
H8 -2.05 7.86 -2.90
C9 -2.06 4.57 -0.98
O2 2.26 -0.88 -0.82
C10 -2.08 5.73 -3.10
O3 1.72 -1.60 1.84
H9 3.91 -3.20 3.66
C11 3.45 -4.60 1.58
C12 -2.21 0.54 0.70
O4 -2.08 3.27 -2.83
H10 -2.01 7.86 -0.45
S2 -0.31 -3.52 0.32
C13 -3.33 0.44 3.23
C14 -0.39 -0.81 -4.99
C15 2.26 -3.86 1.55
C16 1.41 -4.06 0.45
H11 -1.46 -0.40 3.87
H12 -4.09 1.31 0.05
C17 0.82 -0.69 2.35
H13 3.76 -1.47 5.24
N2 -2.01 1.06 -1.67
C18 -2.10 0.60 -4.07
C19 -2.04 6.92 -0.98
C20 0.14 -0.92 -3.73
C21 3.04 -2.57 3.62
H14 -2.99 1.20 -4.16
C22 -2.08 4.57 -2.37
H15 -1.98 0.08 -6.14
C23 1.99 -0.53 4.57
H16 0.07 -1.33 -5.82
C24 -3.51 0.97 0.90
N3 -0.11 -0.32 1.45
H17 1.02 -3.05 3.12
N4 -0.38 -0.29 -2.67
H18 1.15 -4.97 -1.46
O5 -0.74 -3.18 1.65
C25 -4.07 0.93 2.17
O6 -0.30 -2.36 -0.63
Tc1 0.23 -0.31 -0.60
C26 1.96 -2.81 2.62
O7 -0.96 -4.63 -0.32
B1 -2.04 2.50 -1.66
H19 -2.00 5.71 0.83
C27 -2.01 0.02 3.04
O8 -2.05 3.27 -0.52
H20 4.09 -4.53 2.44
C28 -1.53 -0.02 -5.16
C29 1.00 -0.20 3.63
N5 0.89 1.57 -0.80
H21 -5.09 1.26 2.32
C30 3.06 -5.48 -0.61
H22 3.37 -6.08 -1.46

Results
Expectation value of S²: 3.793
HOMO energy (spin up / spin down) in eV: -3.0007 / -4.2078
LUMO (spin up / spin down) in eV: 1.429 / 1.361
2S+1: 4
Net charge: -1



The following is a DFT calculation (ωB97M-V/def2-TZVPD) of C30H22BrCrF4O4 as an isolated structure in a non-equilibrium geometry.

Atoms and positions in Å:
H1 0.50 1.44 3.47
C1 -3.42 3.42 1.41
H2 1.61 1.40 -3.88
C2 -1.28 3.37 -0.52
C3 4.67 0.49 -2.51
O1 3.96 1.81 -4.43
H3 -3.73 5.34 0.43
C4 -4.57 -0.24 -1.88
H4 2.82 4.96 4.35
F1 -1.52 -1.18 -0.23
H5 1.23 -7.94 -0.36
C5 2.13 -5.99 -0.57
O2 2.47 -1.16 -0.12
H6 3.52 2.85 0.76
H7 5.16 -0.61 -0.82
C6 -0.41 -5.00 -0.08
C7 -3.21 4.39 0.45
H8 4.09 4.59 2.24
C8 2.94 2.92 1.66
H9 -4.93 0.56 -2.52
C9 -5.01 -2.09 -0.35
H10 -1.39 -4.57 0.08
H11 3.11 -6.37 -0.82
C10 1.46 3.28 4.03
C11 -2.88 -1.16 -0.42
F2 1.71 1.04 1.03
O3 0.69 0.07 -1.73
C12 -3.29 -0.24 -1.36
C13 1.10 -6.87 -0.30
C14 -2.53 2.37 1.36
C15 -0.10 -6.38 -0.01
C16 1.23 2.17 3.17
C17 1.87 -4.59 -0.64
H12 -5.65 -2.81 0.15
F3 -0.63 1.29 0.40
H13 0.96 3.44 4.97
C18 -5.43 -1.20 -1.38
H14 -0.50 3.48 -1.26
F4 0.30 -2.85 -0.60
H15 -2.51 0.44 -1.70
C19 -3.72 -2.08 0.12
H16 -6.47 -1.18 -1.69
C20 1.81 0.04 -2.20
C21 2.52 4.13 3.73
O4 5.94 0.75 -2.64
H17 -4.21 3.42 2.15
C22 4.36 -0.24 -1.44
H18 -3.42 -2.68 0.97
Br1 -0.17 -1.44 2.52
C23 1.96 1.97 1.97
H19 2.65 -3.87 -0.83
H20 -2.61 1.54 2.05
C24 2.33 0.93 -3.23
C25 3.25 3.97 2.51
Cr1 0.47 -0.56 0.23
H21 -1.95 5.25 -1.16
H22 -0.80 -7.05 0.46
C26 3.65 1.05 -3.42
C27 0.62 -4.14 -0.33
C28 -2.23 4.41 -0.53
C29 2.93 -0.52 -1.15
C30 -1.45 2.39 0.45

Results
Expectation value of S²: 6.011
HOMO energy (spin up / spin down) in eV: -4.0831 / -4.0803
LUMO (spin up / spin down) in eV: 2.148 / 2.148
2S+1: 5
Net charge: -1



The following is a DFT calculation (ωB97M-V/def2-TZVPD) of C30H22FIrN2OS as an isolated structure in a non-equilibrium geometry.

Atoms and positions in Å:
H1 0.04 5.78 -0.43
C1 -3.47 3.35 -1.63
H2 3.57 -2.59 -2.46
S1 -1.07 3.18 -0.34
C2 -4.73 3.90 -1.80
C3 0.95 5.96 -2.37
Ir1 -0.17 -0.08 -0.24
N1 -1.19 -1.92 0.13
C4 -3.12 4.79 0.30
C5 -0.79 -1.33 3.69
C6 3.65 0.72 -1.68
H3 -6.17 5.31 -1.07
C7 0.37 0.86 2.48
C8 -1.64 -2.82 -0.73
C9 2.01 -1.52 -1.42
H4 -0.20 -0.42 5.55
H5 -4.74 6.11 0.78
C10 0.83 4.01 -3.79
C11 2.43 0.84 -1.05
C12 0.13 3.33 -2.81
C13 4.03 -0.52 -2.18
C14 -2.69 3.81 -0.58
C15 3.23 -1.64 -2.06
H6 1.28 6.98 -2.20
H7 1.78 5.85 -4.34
C16 -5.18 4.89 -0.93
C17 -4.39 5.34 0.11
C18 -2.34 -4.26 1.06
C19 0.26 5.29 -1.38
H8 -2.79 -5.18 1.42
C20 0.38 0.76 3.87
F1 5.20 -0.63 -2.78
H9 -3.11 2.58 -2.30
O1 -1.17 1.68 -0.81
N2 -0.19 -0.07 1.72
H10 -2.37 -4.36 3.82
C21 -2.24 -4.01 -0.29
C22 -1.40 -2.52 4.22
H11 0.82 1.71 1.97
H12 1.06 3.53 -4.73
H13 -1.55 -2.59 -1.78
C23 1.61 -0.28 -0.94
H14 -2.60 -4.72 -1.02
H15 1.38 -2.40 -1.31
C24 -1.92 -3.46 3.41
C25 1.24 5.32 -3.57
C26 -0.20 -0.32 4.47
C27 -0.16 3.99 -1.62
H16 4.32 1.57 -1.80
H17 0.85 1.54 4.45
H18 2.12 1.81 -0.67
H19 -0.19 2.31 -2.97
C28 -1.86 -3.31 1.98
H20 -1.43 -2.64 5.30
C29 -1.29 -2.16 1.46
C30 -0.76 -1.16 2.31
H21 -5.36 3.56 -2.61
H22 -2.50 5.12 1.12

Results
HOMO energy (spin up / spin down) in eV: -13.9388 / -13.9382
LUMO (spin up / spin down) in eV: -7.125 / -7.125
ΔE to the lowest compared entry with this formula, charge and spin in eV: 1.5563
Net charge: +2



The following is a DFT calculation (ωB97M-V/def2-TZVPD) of C30H22I2N4O2SY as an isolated structure.

Atoms and positions in Å:
C1 -0.64 -4.51 -1.56
H1 0.43 -4.48 -1.43
H2 -3.45 -2.80 -0.70
C2 1.41 0.83 1.73
H3 -4.49 -4.66 -1.96
C3 1.33 -4.34 2.47
H4 1.75 3.96 -0.78
I1 6.09 0.47 3.21
C4 -3.26 2.51 -0.82
H5 -3.58 5.90 -0.61
H6 0.85 6.54 -0.53
C5 0.74 4.34 -0.75
H7 3.41 -4.21 2.95
N1 -0.17 -1.14 -1.27
C6 -3.42 -4.61 -1.85
H8 2.04 -1.58 -0.14
C7 2.88 -2.85 1.39
C8 0.58 -2.87 0.74
C9 -1.23 -5.55 -2.27
C10 4.13 0.66 2.54
N2 2.11 1.22 -0.52
C11 1.86 -2.36 0.59
C12 0.32 5.61 -0.62
I2 0.26 0.30 4.45
C13 -2.61 -5.59 -2.41
C14 -5.19 4.54 -0.67
H9 0.36 -1.64 -1.98
H10 3.88 -2.46 1.28
C15 -5.58 3.20 -0.75
H11 -5.93 5.33 -0.62
H12 -3.07 -6.41 -2.96
S1 -0.77 -2.14 -0.16
H13 5.85 1.02 0.42
H14 -4.91 1.17 -0.88
C16 3.11 0.51 3.44
H15 1.12 -5.10 3.21
C17 -1.45 4.25 -0.72
Y1 -0.36 1.13 -0.69
C18 0.30 -3.85 1.69
H16 2.73 1.54 -2.44
C19 4.80 1.08 0.16
N3 -1.06 5.54 -0.60
C20 -4.63 2.21 -0.82
C21 2.62 -3.84 2.33
H17 -1.68 6.32 -0.50
C22 3.06 1.36 -1.42
C23 -2.86 3.86 -0.74
C24 -1.46 -3.54 -1.01
H18 -6.63 2.94 -0.75
C25 -3.85 4.85 -0.67
H19 -0.61 -6.32 -2.71
N4 -0.35 3.49 -0.82
C26 4.42 1.30 -1.13
H20 -0.71 -4.23 1.81
C27 1.76 0.60 3.05
O1 0.16 0.89 1.32
O2 -2.38 1.52 -0.89
C28 2.48 0.99 0.79
C29 -2.84 -3.57 -1.14
H21 5.15 1.44 -1.91
C30 3.83 0.91 1.18
H22 3.34 0.32 4.48

Results
HOMO energy in eV: -10.2554
LUMO in eV: -2.848
ΔE to the lowest compared entry with this formula, charge and spin in eV: 0.0000
Net charge: +1



The following is a DFT calculation (ωB97M-V/def2-TZVPD) of C30H22N9OPt as an isolated structure.

Atoms and positions in Å:
C1 -0.70 -3.24 0.39
C2 0.63 3.57 3.36
C3 -1.03 -4.66 0.59
C4 -2.51 -6.53 0.37
C5 0.92 -1.47 0.18
C6 -1.72 -2.28 0.24
C7 0.33 0.88 2.89
H1 0.29 2.18 -5.94
C8 -2.25 -5.18 0.17
N1 0.39 1.73 1.87
C9 2.25 -0.79 0.14
Pt1 0.33 1.32 -0.14
C10 0.64 -2.81 0.36
H2 -2.76 -2.58 0.30
N2 4.62 -0.75 0.26
H3 1.45 -3.52 0.46
C11 0.58 2.69 4.44
C12 -2.47 2.52 -0.40
H4 -1.97 3.48 -0.45
C13 0.65 3.97 0.87
C14 4.58 0.55 0.05
H5 0.83 -5.22 1.58
C15 3.37 1.23 -0.11
N3 0.73 3.25 -0.28
H6 5.52 1.09 0.02
H7 -4.18 -0.83 -0.16
H8 -3.45 -6.96 0.04
N4 -4.44 1.20 -0.41
C16 3.47 -1.42 0.30
N5 -1.65 -7.36 0.95
H9 3.32 2.30 -0.28
C17 -1.39 -0.96 0.05
H10 1.76 4.30 -1.79
N6 2.23 0.56 -0.07
C18 0.54 2.77 -2.63
H11 0.20 -0.53 -2.63
O1 0.68 5.17 0.95
C19 0.43 1.33 4.20
N7 0.42 1.49 -2.18
C20 -0.12 -5.54 1.19
H12 -4.48 3.25 -0.65
C21 0.24 0.68 -4.41
N8 -0.09 -0.61 0.02
C22 -3.85 2.38 -0.50
C23 0.28 0.47 -3.05
H13 -3.00 -4.59 -0.34
H14 0.65 3.06 5.45
H15 0.19 -7.56 1.83
H16 0.05 4.66 -1.71
C24 -2.30 0.21 -0.13
H17 0.75 4.64 3.48
N9 -1.71 1.44 -0.22
C25 -3.68 0.13 -0.23
C26 0.54 3.06 2.08
C27 -0.49 -6.87 1.36
H18 0.38 0.62 5.01
H19 0.19 -0.17 2.67
C28 0.33 1.98 -4.88
H20 0.13 -0.16 -5.08
C29 0.49 3.03 -3.98
H21 0.58 4.05 -4.33
C30 0.78 3.85 -1.60
H22 3.53 -2.49 0.46

Results
HOMO energy in eV: -16.5671
LUMO in eV: -10.339
Net charge: +3